#1
{
  "formula": "C12H13OP",
  "method": "wB97M-V/def2-TZVPD",
  "homo_lumo_gap_ha": [0.2830, 0.2823],
  "spin_multiplicity": 1,
  "elements": ["C", "C", "C", "C", "C", "C", "C", "C", "C", "C", "C", "C", "O", "P", "H", "H", "H", "H", "H", "H", "H", "H", "H", "H", "H", "H", "H"],
  "positions_angstrom": [[2.3826, 1.3168, -1.8014], [3.3028, 0.4170, -1.2950], [1.0582, 1.3509, -1.3894], [2.7304, -0.5281, -0.5386], [0.5521, 0.4022, -0.4707], [1.3812, -0.7143, -0.1668], [-0.8381, 0.3512, 0.0585], [-0.2277, -1.8878, 1.4707], [0.9689, -1.8383, 0.6541], [-1.8166, -0.1838, -0.9927], [-1.8549, 1.2593, -0.5465], [-2.6945, -0.4178, 2.2173], [-0.1771, 0.5316, 2.7224], [-0.9324, -0.2367, 1.7201], [2.8262, 2.1249, -2.3817], [4.2955, 0.5111, -1.6815], [0.4186, 2.2439, -1.7846], [3.3632, -1.3863, -0.0617], [1.0098, -2.8547, 0.0661], [1.7567, -2.0278, 1.3018], [-1.6164, -0.2782, -2.0139], [-2.6540, -0.8132, -0.6638], [-1.7047, 2.1622, -1.2112], [-2.5566, 1.6235, 0.2929], [-2.9520, -1.3457, 2.6812], [-2.8753, 0.5519, 2.6521], [-3.1456, -0.3337, 1.1618]]
}



#2
{
  "formula": "C12H13OP",
  "method": "wB97M-V/def2-TZVPD",
  "homo_lumo_gap_ha": [0.2408, 0.2062],
  "spin_multiplicity": 1,
  "elements": ["C", "C", "C", "C", "C", "C", "C", "C", "C", "C", "C", "C", "O", "P", "H", "H", "H", "H", "H", "H", "H", "H", "H", "H", "H", "H", "H"],
  "positions_angstrom": [[-0.9231, -0.8640, -1.6454], [-1.4790, 0.0434, 0.6363], [-0.9069, -2.1518, -1.0788], [-1.4490, -1.2686, 1.1314], [-1.2721, 0.2612, -0.8249], [-1.0673, -2.3685, 0.3293], [1.9852, 3.4842, -1.1982], [0.4625, 0.6788, 1.8914], [2.5491, 2.2396, -1.2386], [1.1713, 1.4744, 1.0335], [-0.9943, 1.4794, -1.2598], [-0.7376, -3.6677, 0.8697], [-0.8868, 2.5109, -1.8008], [2.1117, 0.7426, -0.2910], [-1.1087, -0.7228, -2.6935], [-2.0594, 0.8789, 1.0603], [-0.5205, -2.9469, -1.6800], [-1.8047, -1.4528, 2.0796], [2.3710, 4.2718, -1.8359], [1.0183, 3.7571, -0.8578], [-0.1750, 1.1650, 2.7111], [0.5589, -0.3354, 2.0000], [3.5314, 1.9651, -1.6975], [1.1076, 2.6788, 0.9988], [0.4081, -3.3803, 1.2907], [-1.3517, -3.9272, 1.7794], [-0.5392, -4.5454, 0.2906]]
}



According to the calculations, the structures order from most to least stable as #1, #2.



#1
{
  "formula": "C10H15N2O",
  "method": "wB97M-V/def2-TZVPD",
  "homo_lumo_gap_ha": 0.2945,
  "smiles": "C=C/C(=[NH+]\\C)N(C)C(=C)C(C)=C=O",
  "charge": 1,
  "spin_multiplicity": 1,
  "elements": ["C", "C", "C", "N", "C", "N", "C", "C", "C", "C", "C", "C", "O", "H", "H", "H", "H", "H", "H", "H", "H", "H", "H", "H", "H", "H", "H", "H"],
  "positions_angstrom": [[0.0473, -3.2154, 1.0042], [-0.4534, -2.0341, 0.5698], [0.3699, -0.9700, 0.0719], [1.4733, -0.6011, 0.6342], [1.8256, -0.9680, 2.0141], [-0.0720, -0.3233, -1.0104], [-1.0877, -0.9287, -1.8337], [0.0436, 1.0995, -1.0779], [0.7873, 1.7081, -1.9360], [-0.7557, 1.7699, -0.0708], [-0.8305, 3.2949, 0.0593], [-1.3489, 1.1572, 0.9483], [-2.0249, 0.5804, 1.7124], [-0.5259, -3.9583, 1.2812], [1.1938, -3.4786, 1.0545], [-1.5535, -1.9266, 0.3504], [1.9088, 0.3421, 0.2990], [1.6438, -0.1073, 2.5980], [2.8565, -1.3832, 2.0502], [0.9580, -1.6413, 2.3118], [-2.0701, -0.5319, -1.6572], [-0.8953, -0.6701, -2.8459], [-1.0788, -1.9619, -1.7861], [1.1036, 1.1595, -2.8190], [0.9448, 2.8273, -2.0486], [0.1069, 3.5359, 0.4312], [-1.6086, 3.6704, 0.7336], [-0.9579, 3.5545, -1.0383]]
}



#2
{
  "formula": "C10H15N2O",
  "method": "wB97M-V/def2-TZVPD",
  "homo_lumo_gap_ha": [0.2668, 0.2612],
  "charge": 1,
  "spin_multiplicity": 1,
  "elements": ["C", "C", "C", "C", "C", "C", "C", "C", "C", "C", "N", "N", "O", "H", "H", "H", "H", "H", "H", "H", "H", "H", "H", "H", "H", "H", "H", "H"],
  "positions_angstrom": [[-1.6801, 0.6401, -0.0170], [-1.4750, 1.4590, -1.0229], [0.1979, -1.0108, 0.1273], [-0.4762, 0.1989, 0.7076], [1.6704, 0.5578, 0.0812], [2.8035, 1.3758, -0.4180], [-3.2164, -1.3352, 0.1061], [2.3243, -1.4361, -1.1441], [-3.0910, 0.1453, 0.3228], [0.4764, 2.3318, 1.3072], [1.3995, -0.6806, -0.3111], [0.6000, 1.1835, 0.7388], [-1.3145, 2.2178, -1.9298], [-0.1462, -1.9708, -0.1012], [-0.8049, -0.0574, 1.8211], [2.2865, 1.9130, -1.3006], [3.0347, 2.1687, 0.3249], [3.7666, 0.7999, -0.7605], [-2.7556, -2.0733, 0.6871], [-2.8960, -1.4095, -0.9101], [-4.3091, -1.4955, 0.2142], [3.2840, -0.8359, -1.1481], [2.2184, -2.5275, -0.9283], [2.0685, -1.2779, -2.1818], [-3.3593, 0.3556, 1.3000], [-3.6691, 0.8482, -0.3323], [1.3582, 2.9760, 1.3256], [-0.4847, 2.7053, 1.5681]]
}



According to the calculations, the structures order from most to least stable as #1, #2.



#1
{
  "formula": "C17H47ClNO11",
  "method": "wB97M-V/def2-TZVPD",
  "homo_lumo_gap_ha": 0.3167,
  "charge": -1,
  "spin_multiplicity": 1,
  "elements": ["Cl", "O", "O", "O", "O", "C", "C", "C", "C", "C", "C", "N", "O", "C", "C", "C", "H", "H", "H", "H", "H", "H", "H", "H", "H", "H", "H", "H", "H", "H", "H", "H", "H", "H", "H", "C", "C", "O", "H", "H", "H", "H", "H", "H", "C", "C", "O", "H", "H", "H", "H", "H", "H", "C", "O", "H", "H", "H", "H", "C", "O", "H", "H", "H", "H", "C", "O", "H", "H", "H", "H", "C", "O", "H", "H", "H", "H"],
  "positions_angstrom": [[-8.0669, 7.4972, -25.2453], [-7.1251, 7.5932, -24.1525], [-8.6094, 6.1581, -25.3224], [-9.1189, 8.4606, -25.0656], [-7.3355, 7.7212, -26.4828], [-9.0945, 13.2119, -27.2380], [-7.6975, 13.8500, -27.2909], [-7.5156, 14.8201, -26.1361], [-7.4301, 14.1247, -24.7673], [-6.1648, 13.2664, -24.8093], [-6.1712, 12.2316, -25.9293], [-6.6431, 12.8460, -27.1676], [-6.5945, 11.9910, -28.2815], [-4.7562, 11.6681, -26.0970], [-7.1087, 11.0631, -25.5262], [-7.5371, 14.6404, -28.5843], [-9.2867, 12.7098, -28.1940], [-9.8670, 13.9892, -27.1987], [-9.3013, 12.5164, -26.4309], [-6.5403, 15.3170, -26.1896], [-8.2804, 15.5993, -26.1044], [-8.2956, 13.4919, -24.5590], [-7.3153, 14.8815, -23.9898], [-5.9878, 12.7356, -23.8696], [-5.3281, 13.9665, -24.9199], [-4.4743, 11.5287, -27.1418], [-3.9894, 12.3401, -25.7004], [-4.6365, 10.7099, -25.5968], [-6.6909, 10.3617, -24.8069], [-8.0413, 11.4562, -25.1266], [-7.3334, 10.4930, -26.4298], [-8.4874, 15.1635, -28.7357], [-7.3486, 13.9998, -29.4418], [-6.7663, 15.4026, -28.4879], [-7.3012, 11.3418, -28.1397], [-4.4768, 9.5201, -21.3270], [-4.0523, 8.5105, -22.3894], [-4.1511, 9.0650, -23.6980], [-3.8805, 10.4181, -21.5158], [-4.3171, 9.1572, -20.3141], [-5.5130, 9.8229, -21.4873], [-4.6453, 7.5979, -22.2825], [-2.9960, 8.2561, -22.2712], [-4.9890, 8.7357, -24.0413], [-4.9669, 9.0577, -29.5440], [-6.1751, 8.2039, -29.9474], [-6.3488, 7.0828, -29.1060], [-4.1353, 8.3696, -29.3769], [-5.1836, 9.6396, -28.6483], [-4.7000, 9.7864, -30.3138], [-6.1395, 7.8763, -30.9852], [-7.0548, 8.8633, -29.8356], [-6.5426, 7.4393, -28.2323], [-9.0516, 10.0546, -22.0793], [-9.5688, 10.9270, -23.0477], [-9.0210, 10.5510, -21.1100], [-9.5944, 9.1064, -21.9938], [-8.0204, 9.7326, -22.2868], [-9.6568, 10.4268, -23.8673], [-12.1118, 6.4021, -22.7330], [-11.1193, 5.4463, -23.0883], [-12.0733, 7.2805, -23.3808], [-13.0766, 5.9040, -22.6946], [-11.9040, 6.8017, -21.7271], [-10.4005, 5.9768, -23.4481], [-9.7253, 5.4247, -28.6287], [-8.3714, 5.1473, -28.3959], [-10.0328, 6.3608, -28.1445], [-9.8992, 5.5687, -29.6979], [-10.4117, 4.6316, -28.3003], [-8.2048, 5.2851, -27.4572], [-4.2029, 5.7035, -26.5350], [-5.5265, 5.4605, -26.9693], [-4.1020, 5.8751, -25.4575], [-3.6075, 4.8422, -26.8317], [-3.8048, 6.6159, -27.0005], [-6.1097, 5.9893, -26.4165]]
}



#2
{
  "formula": "C17H47ClNO11",
  "method": "wB97M-V/def2-TZVPD",
  "homo_lumo_gap_ha": 0.3126,
  "charge": -1,
  "spin_multiplicity": 1,
  "elements": ["Cl", "O", "O", "O", "O", "C", "C", "C", "C", "C", "C", "N", "O", "C", "C", "C", "H", "H", "H", "H", "H", "H", "H", "H", "H", "H", "H", "H", "H", "H", "H", "H", "H", "H", "H", "C", "C", "O", "H", "H", "H", "H", "H", "H", "C", "C", "O", "H", "H", "H", "H", "H", "H", "C", "O", "H", "H", "H", "H", "C", "O", "H", "H", "H", "H", "C", "O", "H", "H", "H", "H", "C", "O", "H", "H", "H", "H"],
  "positions_angstrom": [[-0.3263, 1.2240, 1.6254], [-0.6776, 2.3875, 0.9166], [1.0955, 1.0502, 1.7177], [-0.9160, 1.3076, 2.9268], [-0.8172, 0.1029, 0.8675], [1.5952, -4.4137, -2.8540], [0.1923, -3.7940, -2.4700], [0.0521, -4.2036, -0.9852], [-0.9364, -3.4454, -0.1231], [-0.6674, -1.9560, -0.3270], [-0.6258, -1.4643, -1.8290], [0.3243, -2.3368, -2.5415], [0.7187, -1.8252, -3.7719], [-2.0653, -1.3966, -2.2767], [-0.1107, 0.0172, -1.7182], [-0.8807, -4.3733, -3.3048], [1.6137, -5.4676, -2.5763], [2.4640, -3.9178, -2.4211], [1.8559, -4.3874, -3.9120], [-0.2242, -5.2573, -0.9466], [1.0503, -4.2032, -0.5473], [-0.7530, -3.7528, 0.9065], [-1.9288, -3.7123, -0.4862], [0.2682, -1.6998, 0.1702], [-1.3367, -1.4181, 0.3445], [-2.2627, -1.1251, -3.3137], [-2.6835, -2.2678, -2.0601], [-2.5819, -0.6802, -1.6380], [0.9776, 0.0654, -1.7554], [-0.4509, 0.4529, -2.6576], [-0.4770, 0.7145, -0.9649], [-0.9989, -5.4552, -3.2433], [-0.8169, -4.1477, -4.3692], [-1.8330, -3.9892, -2.9392], [1.6656, -1.6782, -3.7133], [-2.3981, 1.1512, -2.6117], [-2.9637, 2.1766, -1.6474], [-2.0019, 3.0652, -1.1028], [-1.3488, 1.2970, -2.8685], [-2.9250, 1.1346, -3.5657], [-2.5371, 0.1468, -2.2117], [-3.5574, 1.6548, -0.8967], [-3.7476, 2.7382, -2.1556], [-1.5025, 2.6280, -0.4092], [2.5536, 2.7253, -2.1473], [1.6620, 2.0271, -1.0837], [2.1554, 0.6937, -0.6441], [3.4932, 3.1389, -1.7808], [1.9824, 3.4285, -2.7534], [2.7515, 1.9393, -2.8761], [0.7369, 1.7090, -1.5644], [1.3249, 2.7075, -0.3017], [1.4628, 0.4376, -0.0306], [0.7341, -1.3417, 3.3113], [1.9597, -0.8203, 2.9754], [-0.1220, -0.7834, 2.9325], [0.6727, -2.3943, 3.0350], [0.5469, -1.3136, 4.3847], [1.7456, 0.0735, 2.6978], [-0.1290, 2.0139, 4.9558], [0.2763, 3.2574, 5.6084], [-0.5076, 1.2321, 5.6142], [-0.9283, 2.2658, 4.2589], [0.6445, 1.5067, 4.3791], [1.0603, 3.5956, 5.1697], [3.5596, 1.1246, 2.8356], [4.2710, 0.5361, 3.9156], [3.6158, 2.1911, 2.6175], [3.9147, 0.6322, 1.9304], [2.4880, 0.9249, 2.8324], [4.0296, 0.9917, 4.7254], [-2.1870, 4.4412, 2.4521], [-2.1512, 4.5847, 1.1030], [-2.7481, 5.3575, 2.6358], [-2.7821, 3.5928, 2.7901], [-1.2160, 4.5065, 2.9430], [-1.3909, 4.0724, 0.8182]]
}



According to the calculations, the structures order from most to least stable as #1, #2.



#1
{
  "formula": "C3H4N2O4",
  "method": "wB97M-V/def2-TZVPD",
  "homo_lumo_gap_ha": [0.2786, 0.2785],
  "spin_multiplicity": 1,
  "elements": ["C", "N", "N", "C", "C", "O", "O", "O", "O", "H", "H", "H", "H"],
  "positions_angstrom": [[-0.9057, -0.1900, 0.1779], [-0.6796, 1.1078, -0.1234], [1.6345, -0.1136, -0.2135], [0.8547, -1.0986, -0.2365], [0.8204, 1.5113, -0.2022], [-1.0520, -0.4663, 1.5186], [-1.7657, -0.8732, -0.6131], [0.6127, -2.2542, -0.4666], [1.2937, 2.4661, 0.2950], [-0.8274, 0.3368, 2.0083], [-1.4253, -1.7905, -0.6672], [-1.1529, 1.4309, -0.9587], [2.5927, -0.0665, -0.5185]]
}



#2
{
  "formula": "C3H4N2O4",
  "method": "wB97M-V/def2-TZVPD",
  "homo_lumo_gap_ha": 0.3723,
  "smiles": "O=C1COCN1[N+](=O)[O-]",
  "spin_multiplicity": 1,
  "elements": ["O", "C", "C", "O", "C", "N", "N", "O", "O", "H", "H", "H", "H"],
  "positions_angstrom": [[0.6396, -2.0447, -0.3956], [0.0073, -1.1221, -0.0296], [-1.5467, -0.8764, -0.0934], [-1.6542, 0.5266, -0.2934], [-0.4828, 1.1060, 0.2393], [0.5689, 0.1383, 0.3561], [2.1610, 0.5197, -0.1091], [2.9112, -0.2864, 0.2570], [2.2112, 1.5591, -0.5982], [-1.9705, -1.4984, -0.9056], [-1.9757, -1.1517, 0.7924], [-0.6756, 1.2603, 1.2491], [-0.1936, 1.8696, -0.4690]]
}



According to the calculations, the structures order from most to least stable as #1, #2.